Record 1
{"formula": "C16H19F2N2O2", "method": "ωB97M-V with the def2-TZVPD basis set", "elements": ["N", "C", "O", "C", "N", "C", "C", "O", "H", "H", "H", "H", "H", "H", "H", "H", "H", "F", "C", "C", "C", "C", "C", "C", "H", "H", "H", "H", "H", "F", "C", "C", "C", "C", "C", "C", "H", "H", "H", "H", "H"], "positions_angstrom": [[3.4221, -0.5700, -2.0947], [2.2094, -0.5884, -2.9997], [2.7075, -0.7256, -4.3771], [1.2640, 0.6908, -2.5870], [-0.1008, 0.4169, -2.7423], [-0.1952, -1.0016, -3.2954], [1.1299, -1.7628, -2.6198], [0.7130, -1.8624, -1.1818], [3.7522, 0.4108, -1.9284], [3.1528, -0.9219, -1.1417], [3.0265, -1.6941, -4.4354], [1.6929, 1.6970, -2.1614], [-0.9223, 1.0418, -2.5293], [0.0264, -0.8759, -4.4404], [-1.2222, -1.5626, -3.2666], [1.2884, -2.8148, -3.1215], [1.3886, -2.4715, -0.7167], [3.1581, 1.0649, -0.0482], [2.5228, 1.1639, 1.1270], [3.0501, 1.9780, 2.1234], [2.3862, 2.0855, 3.3454], [1.2070, 1.3682, 3.5614], [0.6883, 0.5498, 2.5569], [1.3464, 0.4513, 1.3312], [3.9716, 2.5211, 1.9405], [2.7861, 2.7254, 4.1281], [0.6919, 1.4488, 4.5163], [-0.2274, -0.0107, 2.7288], [0.9525, -0.1732, 0.5363], [-2.3616, -0.8485, 3.6633], [-3.0864, -0.5342, 2.5814], [-2.7085, -1.0279, 1.3376], [-3.4658, -0.7051, 0.2116], [-4.5875, 0.1177, 0.3406], [-4.9557, 0.6124, 1.5927], [-4.2047, 0.2803, 2.7199], [-1.8294, -1.6588, 1.2554], [-3.1832, -1.0924, -0.7641], [-5.1753, 0.3729, -0.5385], [-5.8267, 1.2560, 1.6900], [-4.4818, 0.6488, 3.7020]], "forces_ev_per_a": [[-2.055, 0.275, 0.236], [1.158, -0.686, 1.958], [-1.389, -1.047, 1.990], [-3.248, -0.085, -1.432], [5.110, -0.281, 0.534], [0.387, -1.230, -1.993], [-2.655, 0.785, -0.505], [2.968, -1.207, -1.543], [-0.278, -1.374, -0.487], [0.343, 0.518, -1.278], [-0.536, 2.218, 0.233], [-1.141, -2.046, -0.882], [1.404, -0.794, -0.060], [-0.355, -0.360, 2.079], [1.978, 1.435, 0.738], [-0.030, 2.183, 1.022], [-1.570, 1.315, -1.007], [0.326, 0.214, -0.513], [-0.916, 0.269, 1.955], [0.092, -0.002, -0.180], [-0.267, -0.306, -0.256], [0.048, 0.004, -0.065], [0.256, 0.244, 0.095], [0.156, 0.059, -0.189], [-0.084, -0.055, -0.004], [-0.035, -0.129, -0.187], [0.100, -0.034, -0.208], [0.193, 0.119, -0.045], [0.004, 0.002, 0.046], [0.142, -0.046, 0.126], [-0.650, 0.256, -0.843], [0.116, -0.012, 0.041], [-0.205, 0.326, 0.395], [0.080, -0.024, -0.058], [0.318, -0.240, -0.098], [0.040, 0.005, 0.042], [-0.086, 0.003, 0.054], [-0.039, -0.010, 0.167], [0.084, -0.058, 0.185], [0.172, -0.148, 0.019], [0.065, -0.056, -0.085]], "nbo_charge": [-0.808, 0.313, -0.684, 0.271, -0.454, -0.282, 0.067, -0.729, 0.393, 0.379, 0.504, 0.282, 0.476, 0.251, 0.275, 0.241, 0.499, -0.357, 0.374, -0.282, -0.177, -0.234, -0.120, -0.341, 0.236, 0.232, 0.230, 0.218, 0.221, -0.319, 0.398, -0.297, -0.207, -0.230, -0.183, -0.273, 0.224, 0.203, 0.220, 0.229, 0.239], "total_charge": 1}

=====

Record 2
{"formula": "C16H19F3GeN2O4Pd", "method": "ωB97M-V with the def2-TZVPD basis set", "elements": ["Pd", "O", "C", "O", "C", "C", "C", "C", "C", "N", "H", "H", "H", "H", "F", "C", "F", "F", "C", "C", "C", "N", "C", "C", "H", "H", "H", "H", "O", "O", "C", "Ge", "C", "C", "C", "H", "H", "H", "H", "H", "H", "H", "H", "H", "H", "H"], "positions_angstrom": [[-0.7501, -2.1707, 0.5529], [3.2869, -2.0656, 1.2491], [2.1025, -2.3243, 1.0916], [1.0966, -1.6385, 1.4820], [1.7399, -3.6242, 0.3740], [2.6433, -4.6668, 0.2612], [2.2320, -5.8361, -0.3543], [0.9429, -5.9214, -0.8586], [0.1044, -4.8287, -0.7272], [0.4989, -3.7086, -0.1201], [3.6374, -4.5301, 0.6615], [2.9099, -6.6758, -0.4401], [0.5833, -6.8176, -1.3440], [-0.9079, -4.8296, -1.1091], [-5.3931, 1.9332, 1.4648], [-4.9469, 1.8697, 0.2087], [-5.6672, 0.9587, -0.4473], [-5.1855, 3.0620, -0.3678], [-3.4697, 1.5529, 0.1473], [-2.9141, 1.1867, -1.0656], [-1.5619, 0.9472, -1.1281], [-0.7976, 1.0481, -0.0322], [-1.3407, 1.3331, 1.1572], [-2.6833, 1.6173, 1.2781], [-3.5141, 1.0772, -1.9566], [-1.0613, 0.6486, -2.0357], [-0.6677, 1.3108, 2.0018], [-3.0937, 1.8434, 2.2498], [-2.5886, -2.2246, -0.0677], [-2.4719, -1.2040, 0.8668], [0.4747, 3.8824, -1.1397], [1.6192, 2.6248, -0.1812], [1.8787, 3.2130, 1.6554], [3.3002, 2.3158, -1.0998], [0.6659, 0.8841, -0.1321], [0.9614, 4.8568, -1.1947], [-0.4797, 4.0179, -0.6276], [0.2774, 3.5500, -2.1597], [2.4807, 4.1219, 1.6751], [2.3911, 2.4463, 2.2364], [0.9253, 3.4356, 2.1372], [3.9340, 3.2003, -1.0377], [3.1244, 2.0905, -2.1519], [3.8324, 1.4769, -0.6509], [0.8641, 0.2977, -1.0282], [0.9871, 0.2635, 0.7072]], "forces_ev_per_a": [[-0.317, -0.219, -0.021], [-0.009, 0.060, -0.012], [0.031, -0.214, 0.077], [-0.192, 0.163, -0.089], [0.014, 0.036, -0.086], [-0.021, 0.045, -0.058], [0.066, -0.049, 0.002], [-0.046, 0.056, -0.021], [0.068, 0.037, -0.071], [0.031, 0.070, 0.274], [-0.003, -0.005, 0.011], [-0.008, -0.003, -0.007], [0.010, -0.003, -0.006], [-0.015, -0.020, 0.034], [-0.014, 0.000, 0.056], [0.110, -0.029, -0.007], [-0.026, -0.043, -0.026], [-0.015, 0.064, -0.022], [-0.210, 0.028, -0.039], [0.119, -0.001, -0.026], [-0.136, -0.080, 0.126], [0.163, 0.151, -0.078], [-0.060, -0.007, 0.050], [0.187, -0.060, 0.010], [-0.028, 0.002, 0.017], [0.019, 0.031, -0.007], [0.032, 0.035, -0.011], [-0.032, 0.005, -0.010], [0.099, 0.124, 0.078], [0.257, -0.062, -0.120], [-0.022, 0.056, -0.042], [0.001, 0.028, 0.029], [-0.011, 0.037, 0.066], [0.066, -0.027, -0.033], [-0.148, -0.223, -0.030], [-0.003, -0.002, -0.002], [-0.002, -0.013, -0.004], [-0.001, -0.010, 0.005], [-0.001, -0.003, 0.010], [0.006, -0.008, -0.014], [0.004, 0.002, 0.001], [0.003, -0.005, -0.009], [0.010, 0.001, 0.000], [-0.004, 0.005, 0.013], [-0.008, 0.041, -0.028], [0.038, 0.010, 0.019]], "nbo_charge": [0.739, -0.660, 0.742, -0.785, 0.102, -0.211, -0.161, -0.253, 0.050, -0.458, 0.250, 0.220, 0.225, 0.218, -0.309, 0.967, -0.303, -0.318, -0.034, -0.177, 0.107, -0.236, 0.108, -0.176, 0.254, 0.234, 0.246, 0.258, -0.441, -0.538, -1.096, 1.597, -1.092, -1.085, -0.669, 0.243, 0.230, 0.232, 0.240, 0.249, 0.227, 0.238, 0.234, 0.253, 0.238, 0.303]}

=====

| no. | E_HOMO (eV) | Kohn-Sham gap (Eh) | LUMO energy (eV) |
| --- | --- | --- | --- |
| 1 | -11.6 | 0.23204 | -5.30 |
| 2 | -7.1 | 0.22272 | -1.00 |